Formula: C33H24F12N4O6SV
Source: the OMol25 dataset
Level of theory: ωB97M-V/def2-TZVPD

Summary:
- Energy: -121994.6110 eV
- Strongest force on any atom: 0.030 hartree/bohr
- Charge: -2
- Multiplicity: 4
- LUMO level (spin up / spin down): 3.9 / 3.9 eV

Each line ends with the Löwdin spin population.
Cartesian coordinates (Å):
C  3.27176  1.83620  -2.01602  0.002
F  -3.15303  -2.21783  3.51547  0.000
C  -1.77218  -2.49320  1.59677  0.004
N  3.03422  -0.20978  -0.79127  0.001
F  -3.05732  0.02588  -1.29328  0.003
H  0.28000  6.16774  5.23772  0.008
C  1.81189  -6.07977  1.83063  0.000
H  2.44140  -6.64846  1.14332  0.000
F  -3.31641  0.97754  -3.21781  0.001
F  -0.82899  3.43955  -2.21815  0.000
H  2.34729  4.35946  -2.04138  0.000
O  0.53053  3.02161  1.56715  0.033
C  4.00066  -0.37247  -2.97785  0.000
V  -0.81117  0.21854  0.66249  1.895
C  -0.26756  5.27126  4.98869  0.066
H  -1.45420  -1.46065  -6.84293  0.000
C  -0.43798  -1.39591  -2.03792  0.001
H  1.03676  -6.74927  2.20777  0.000
O  -2.48624  5.16372  7.79456  0.199
C  0.09631  -2.57003  -0.06183  0.002
C  -0.44169  -1.49161  -4.92839  0.005
N  2.15904  1.79424  0.02221  0.002
F  0.57116  2.27224  -3.34969  0.000
O  -0.89362  6.61907  7.26292  0.194
O  -1.16897  1.64038  2.00283  0.028
C  -2.01160  3.67046  5.56311  0.069
H  0.12489  -0.68372  -6.85167  0.000
C  1.87117  -4.22291  0.11682  0.001
H  1.22073  4.09132  -0.68108  0.000
H  2.90512  4.48176  -0.35884  0.000
F  -3.71266  -3.85283  1.09347  0.000
C  -0.70156  -0.24200  -2.83541  0.005
F  -2.78082  -2.88125  -0.56977  0.000
N  -0.41737  -1.41354  -0.66714  0.001
H  1.49390  2.24965  0.70745  0.000
C  -0.28992  -2.59522  -2.78630  0.003
F  -3.91693  -1.72177  0.83630  0.000
C  -2.09452  -2.90021  3.06613  -0.001
C  -0.44128  -1.51935  -6.43316  0.001
H  -0.87914  0.57375  -4.79801  0.000
H  1.88159  -2.57113  -1.23148  0.000
C  -1.73216  2.96894  4.41471  0.007
H  3.17119  -0.76066  -3.57582  0.000
C  1.21220  -4.87713  1.15190  -0.001
C  -0.27531  -2.63989  -4.16195  0.000
H  -2.78129  3.35033  6.24891  0.008
H  0.00858  -2.44151  -6.80669  0.000
F  -1.43241  2.57170  -4.07579  0.000
H  3.60303  2.35035  -2.90592  0.000
C  -0.70827  2.34065  -2.95964  -0.001
F  -1.06604  -2.62145  3.86382  0.000
F  -3.12931  2.17462  -1.43320  0.000
C  2.57817  2.49490  -1.03406  0.000
F  -2.38816  -4.20413  3.26769  0.000
H  2.83881  -4.58123  -0.22117  0.000
H  -0.18842  -3.52640  -2.24947  0.000
C  -0.41761  2.65499  2.29526  0.040
H  2.43456  -5.78862  2.68118  0.000
C  -1.12660  1.06634  -2.17368  0.004
C  3.42561  0.45054  -1.86366  0.000
C  -2.67160  1.07231  -2.04142  0.003
H  4.64612  0.21765  -3.62824  0.000
O  -1.50903  -1.15558  1.70652  0.019
C  -1.28505  4.84322  5.87101  0.054
C  -0.54758  -3.19900  1.01651  0.001
S  1.82956  -0.27446  1.59722  -0.005
C  1.33020  -3.09681  -0.46354  0.000
C  -0.68179  -0.32296  -4.22616  0.000
N  -1.56486  5.56622  7.01675  0.207
C  2.38444  0.45958  0.18433  0.002
O  -0.58692  1.20670  -0.93365  0.033
H  -2.29040  2.07284  4.17646  -0.001
H  0.77933  4.87369  3.17481  -0.001
C  0.01381  -4.33809  1.59145  0.001
C  -0.72361  3.38788  3.53040  0.100
C  2.23943  3.94786  -1.04024  0.000
C  -0.00185  4.55044  3.85103  0.005
H  4.54667  -1.22221  -2.57273  0.000
H  -0.48075  -4.81980  2.42118  0.000
C  -3.05059  -2.73078  0.72831  0.001
H  -0.14539  -3.60251  -4.64883  0.000